Here is 5 unconnected molecules or ions with the total composition C49H109F2NO7P3S2 in a non-equilibrium geometry from the Open Molecules 2025 dataset. Energies are from ωB97M-V with the def2-TZVPD basis set.

Kohn-Sham gap = 5.085 eV
calculated total energy = -4533.54864 a.u.
relative energy (zero: lowest compared OMol25 entry of this formula, charge and spin) = 9.761 eV
maximum force = 11.8 eV Å⁻¹
E_LUMO = -1.38 eV
net charge = +1

```
173
Properties=species:S:1:pos:R:3:forces:R:3:lowdin_charge:R:1
S -1.4928 -0.0196 -0.2990 -5.790 1.830 2.391 0.570
S 0.5188 -0.5457 -1.2758 8.175 -7.109 -4.550 0.456
P 0.4775 3.9654 1.1947 2.354 1.212 -1.668 1.002
P 4.7402 -2.1979 -4.2443 -0.156 2.067 -1.542 1.044
P -4.9081 -2.3208 4.0227 -1.511 1.381 -2.075 1.095
F -1.9050 0.2058 1.1900 0.343 0.390 2.163 -0.205
F 2.1360 -0.1113 -1.2414 -1.641 0.357 -0.477 -0.228
O 1.3503 -0.1105 2.3889 -0.174 -0.125 -0.687 0.019
O 0.7148 -2.0260 -1.1642 -1.248 3.773 -1.092 -0.293
O 3.2704 -1.0196 3.2318 -2.462 2.948 3.124 -0.137
O -2.2910 1.1330 -0.8290 3.107 -2.368 -0.150 -0.303
O -2.0377 -1.3553 -0.4456 1.292 1.243 -1.217 -0.257
O 2.9259 -1.5736 1.3637 -3.234 -0.806 -7.081 -0.027
O 0.0017 0.0492 -2.4860 0.023 -0.244 0.776 -0.279
N 0.1479 0.0834 0.0190 -4.607 2.143 1.261 -0.263
C -0.3209 3.3462 3.8883 0.197 -0.505 1.211 -0.189
C -2.0544 -1.9772 4.0311 -0.227 -1.010 0.937 -0.247
C 3.9169 -4.4679 -0.7470 -0.394 0.868 -1.180 -0.221
C 4.0404 0.6177 -4.5533 0.090 -0.298 -0.590 -0.244
C 7.8372 -1.5986 -7.1348 -0.579 -0.135 -0.507 -0.266
C 3.6347 -3.8643 -2.2239 -0.418 0.704 3.471 -0.214
C -0.2102 1.2369 5.3158 0.067 -0.806 1.036 -0.093
C 4.8871 -3.3609 -2.8912 -0.256 -0.913 -1.605 -0.275
C -7.6283 -0.5461 5.5239 1.374 -0.209 2.306 -0.209
C 2.4502 -0.8930 2.2443 6.748 -2.115 5.592 -0.862
C -4.5314 0.5281 3.5655 -0.719 -0.014 -0.922 -0.220
C -0.3886 -3.1040 2.4127 -0.137 -0.526 1.054 -0.069
C 4.7519 1.9912 -4.5084 -0.331 -0.170 -1.116 -0.229
C -6.0123 -3.6294 1.6913 -0.231 -2.056 -0.783 -0.210
C 0.2267 3.1677 -3.6229 -1.892 0.707 0.146 -0.116
C -0.7679 -2.7798 3.8938 0.966 0.910 -1.453 -0.226
C -3.5457 5.4728 -1.3047 -0.193 0.214 -0.583 -0.098
C -6.8678 -4.8557 1.1484 -0.457 -0.537 0.468 -0.260
C -0.2572 2.9476 2.4137 -0.533 -1.520 0.041 -0.278
C -3.1974 -2.9756 3.8211 -1.033 0.647 -0.318 -0.254
C 2.1779 4.3434 1.6867 0.686 -0.202 1.414 -0.281
C -1.1584 2.2831 4.7149 0.816 0.352 -0.622 -0.202
C -5.2050 1.7479 2.8958 -0.941 -0.507 -0.805 -0.239
C -4.8072 2.0132 1.3943 0.472 0.391 1.296 -0.067
C 5.9764 2.0541 -5.4807 0.109 1.112 1.375 -0.104
C -1.8797 5.1740 0.6718 -0.543 0.398 0.346 -0.232
C 0.7508 -2.5613 -5.5926 -0.443 -0.359 -0.466 -0.252
C 5.1704 2.6360 3.6131 -0.448 -1.417 -1.202 -0.102
C 4.4396 3.6594 2.7573 -1.169 0.657 -0.170 -0.243
C 6.3190 -2.3360 -5.2055 -1.282 -0.504 0.149 -0.259
C -7.1677 0.7281 6.2886 -0.853 0.507 -0.071 -0.109
C 3.3740 -2.4840 -5.4709 -1.423 -0.241 1.939 -0.200
C 7.7840 -1.0682 -8.5813 1.015 -1.417 1.232 -0.097
C 3.1029 3.1762 2.0549 0.490 -0.562 0.406 -0.218
C -2.1189 5.5978 -0.8066 0.173 0.767 1.266 -0.246
C 2.6959 -5.1967 -0.2492 -0.517 -1.032 -0.236 -0.125
C 1.3725 4.1120 -1.5473 0.230 -0.471 0.563 -0.185
C 6.4181 -1.6179 -6.5470 0.332 1.565 0.855 -0.255
C 4.7003 -0.4473 -3.6461 -0.289 0.105 -0.266 -0.231
C -6.7361 -5.2707 -0.3238 1.112 0.737 0.291 -0.111
C -0.4433 5.5236 1.1929 -0.447 -1.877 -0.686 -0.226
C -0.5622 -2.4299 -4.7471 0.317 0.191 -1.094 -0.069
C -5.3858 -1.9032 5.7817 -0.005 -0.359 -0.353 -0.245
C 1.9500 -2.2124 -4.7836 1.383 1.114 0.746 -0.259
C -5.1918 -0.7695 2.9309 1.537 0.194 1.393 -0.216
C -6.8999 -1.7949 6.1851 -0.085 0.188 -2.596 -0.197
C 1.4788 3.4526 -2.9240 1.365 -1.222 0.525 -0.287
C -6.1989 -3.3935 3.2149 0.526 0.839 -0.056 -0.263
C 0.6417 3.2283 -0.4741 -0.771 0.161 0.089 -0.231
H -1.2107 2.6040 2.0126 -0.720 0.742 0.088 0.082
H -4.8599 -0.9850 1.9153 0.784 -0.102 0.129 0.085
H 5.1353 4.1004 2.0433 -0.008 -0.102 -0.259 0.102
H -2.1706 -1.5921 5.0442 0.282 0.117 0.257 0.106
H -1.7456 2.7794 5.4875 0.109 0.046 0.032 0.104
H -1.4183 5.0987 -1.4760 0.001 -0.138 0.060 0.086
H 0.6437 3.3323 4.3957 0.559 -0.434 -0.629 0.097
H -2.2559 4.1643 0.8361 0.839 -0.624 -0.219 0.075
H 0.0071 -2.0502 4.1288 0.389 -0.388 0.667 0.099
H 2.9788 -4.6067 -2.6787 0.535 0.132 -0.849 0.116
H -0.5662 0.7257 6.2103 -0.814 0.336 0.267 0.066
H 7.0954 -2.0172 -4.5101 0.237 -0.233 -0.100 0.105
H -4.4574 1.1810 0.7833 0.113 -0.328 0.549 0.054
H 8.8323 -1.2098 -8.8442 -0.037 0.845 -0.822 0.074
H -3.9743 2.7020 1.5359 0.135 0.157 -0.873 0.049
H -6.2535 0.7504 6.8817 0.552 -0.625 -0.634 0.069
H -6.8939 -4.3918 -0.9490 -0.230 -0.198 -0.314 0.072
H -0.7070 -3.6752 4.5123 -0.112 0.221 0.246 0.114
H -0.7587 -1.3676 -4.6019 0.343 0.069 0.422 0.062
H 3.3523 -3.5410 -5.7361 0.409 -0.116 -0.175 0.096
H 0.3954 2.5317 -4.4920 -0.328 0.275 -0.088 0.089
H 4.1792 -3.7172 -0.0015 0.203 0.419 -0.408 0.104
H -7.9420 -4.7283 1.2822 -0.101 0.758 0.338 0.101
H 1.9137 -1.1790 -4.4386 -0.005 0.246 -0.163 0.087
H 7.2239 -1.7686 -9.2009 -0.348 0.511 -0.159 0.076
H 5.2881 -4.1672 -3.5053 0.843 -0.452 0.546 0.093
H -5.5943 2.4580 0.7855 -0.048 0.349 0.412 0.075
H 6.8388 1.5710 -5.0214 -0.027 -0.916 -0.681 0.069
H -0.3559 -2.1544 1.8785 0.101 -0.402 -0.362 0.055
H 4.9806 2.2609 -3.4774 0.304 0.064 -0.066 0.111
H -5.7252 -5.6242 -0.5267 0.132 0.036 -0.074 0.071
H -6.2396 -2.8407 0.9741 -0.115 0.665 0.729 0.109
H 0.5809 -3.6019 2.4255 0.345 0.590 -0.056 0.083
H 3.0400 -2.9716 -2.0298 -0.528 -0.156 0.185 0.081
H 6.1696 2.9264 3.9378 -0.288 0.205 0.149 0.073
H 4.5895 2.1161 4.3750 -0.154 0.775 0.499 0.077
H 0.8947 5.0903 -1.6001 -0.193 0.056 -0.141 0.101
H -1.8393 6.6508 -0.7721 0.045 0.227 -0.510 0.107
H -6.2862 1.6101 2.9031 -0.269 -0.628 0.067 0.086
H -3.1362 -3.8257 4.5007 0.201 0.074 0.315 0.104
H -7.8829 0.9102 7.0907 -0.347 0.133 -0.149 0.072
H -7.0548 -2.7383 3.3770 -0.450 -0.415 0.176 0.076
H 0.6828 -1.9820 -6.5134 -0.128 0.411 0.063 0.109
H 2.8046 4.9243 1.0100 -0.821 0.577 -0.271 0.104
H 2.0580 4.8628 2.6374 -0.042 0.704 -0.037 0.089
H 1.8181 -2.7556 -3.8479 0.575 -0.317 0.019 0.088
H -4.6561 0.5868 4.6468 -0.568 -0.147 0.035 0.080
H 1.8518 2.4330 -2.8273 0.737 -0.111 0.761 0.092
H 2.2283 3.9058 -3.5729 -0.088 0.609 0.172 0.107
H 1.0596 -3.5345 -5.9741 -1.061 -0.718 0.067 0.102
H 5.6204 -2.9049 -2.2261 0.062 -0.327 0.190 0.122
H 2.6030 -6.0707 -0.8939 -0.105 -0.539 0.247 0.066
H -7.1750 1.6112 5.6497 0.030 0.052 0.041 0.065
H 5.7450 1.8956 -6.5340 -0.031 -0.997 0.212 0.076
H -0.5376 4.3863 4.1322 -1.075 0.102 -0.607 0.101
H -0.4315 2.6620 -2.9164 -0.133 -0.468 -0.279 0.059
H 8.5373 -0.9360 -6.6261 -0.435 0.228 0.612 0.109
H 8.3527 -2.5565 -7.0652 -0.334 -0.363 -0.270 0.108
H 1.7023 -4.7532 -0.3145 0.329 0.877 -0.061 0.069
H -3.4451 0.5682 3.4864 -0.016 -0.225 -0.605 0.065
H -6.9977 -1.8770 7.2676 -0.030 0.304 -0.125 0.117
H -8.7000 -0.6260 5.7061 0.035 -0.230 -0.218 0.104
H -1.4613 -2.7280 -5.2865 0.198 -0.510 -0.192 0.067
H -5.1897 2.6389 3.5235 0.914 0.245 -0.196 0.103
H -2.5362 5.6452 1.4033 -0.428 0.818 -0.548 0.112
H -4.8431 -0.9837 6.0011 0.041 0.023 0.097 0.069
H 3.2340 2.6275 1.1223 0.518 -0.498 0.226 0.111
H -4.9661 -3.8683 1.5004 0.139 -0.124 -0.060 0.096
H 0.7124 1.6637 5.7090 0.144 0.215 -0.435 0.078
H -0.5442 -2.9382 -3.7830 0.227 0.050 -0.059 0.074
H 2.9801 0.5850 -4.3025 0.001 0.779 0.353 0.084
H -0.3884 5.7253 2.2627 -0.358 0.674 -0.063 0.082
H -4.9010 -2.6987 6.3477 0.014 -0.030 0.242 0.089
H -3.8064 4.4402 -1.5371 -0.270 -0.056 0.520 0.076
H 1.0374 2.2247 -0.3182 0.647 0.166 -0.086 0.069
H -6.2802 -4.3136 3.7936 -0.250 -0.116 -0.235 0.099
H 5.7376 -0.1706 -3.4575 0.211 -0.189 -0.016 0.092
H -7.4053 -2.6383 5.7147 0.015 -0.459 0.461 0.085
H 2.6279 2.5245 2.7883 -0.173 -0.312 -0.178 0.101
H -3.7165 5.9951 -2.2460 0.565 0.038 -0.285 0.072
H 0.0101 6.3007 0.5776 0.119 -0.030 0.254 0.103
H -0.2960 4.1047 -3.8149 -0.165 0.010 -0.792 0.080
H -7.4678 -0.5157 4.4462 0.171 0.038 0.152 0.073
H -4.2642 6.0028 -0.6794 -0.028 -0.561 0.535 0.077
H 7.4376 -0.0359 -8.5316 0.061 -0.137 -0.654 0.077
H -0.3808 2.9833 -0.7618 -0.271 0.185 -0.347 0.066
H 6.3940 3.0583 -5.5540 -0.397 0.516 0.409 0.066
H 5.6214 -1.8463 -7.2549 0.334 -0.875 -0.156 0.108
H 5.2773 1.7722 2.9569 0.597 -0.191 -0.238 0.075
H 2.8188 -5.5102 0.7875 0.096 -0.128 -0.070 0.078
H -1.8598 1.8094 4.0281 -0.133 -0.009 0.056 0.069
H 2.3979 4.3096 -1.2348 0.020 -0.024 0.301 0.100
H 4.0596 2.7407 -4.8920 -0.253 0.030 0.219 0.093
H 6.1967 -0.5638 -6.3802 -0.033 0.299 0.254 0.077
H 4.7179 -5.2037 -0.8173 0.219 0.053 -0.001 0.101
H 4.0972 4.5047 3.3543 0.147 0.216 0.326 0.090
H 0.9775 -0.1653 1.5059 -0.654 0.166 -0.240 -0.003
H 3.9963 0.3509 -5.6092 0.379 -0.361 -0.175 0.095
H -7.3955 -6.0969 -0.5897 -0.226 0.298 0.120 0.077
H 4.1809 -0.3466 -2.6931 0.061 -0.521 0.218 0.087
H -2.0016 -1.0951 3.3929 -0.404 -0.324 -0.426 0.092
H 0.0469 0.3486 4.7389 0.199 0.544 -0.878 0.057
H -0.9852 -3.8732 1.9222 -0.657 0.346 -0.134 0.067
H 3.5299 -1.8862 -6.3689 0.054 0.060 0.160 0.083
H -3.1117 -3.4189 2.8290 -0.338 0.124 -0.232 0.088
H 0.1817 1.9586 2.2824 0.999 -0.148 0.462 0.086
H -6.7139 -5.7700 1.7216 0.540 0.093 0.421 0.099
H 6.3398 -3.4103 -5.3887 0.602 -0.216 0.154 0.093
H -6.2370 -0.5430 2.7202 -0.293 -0.415 0.770 0.079
```
Positions in Å, forces in eV/Å.